1.
A molecular structure, C14H14AlBrF6IN3O4S2, computed with ωB97M-V with the def2-TZVPD basis set.

Results
**LUMO level**: -6.632 eV
**Total energy**: -5516.33417 a.u.
**Kohn-Sham gap**: 8.29 eV
**Charge**: +2
**2S+1**: 1
**ΔE to the lowest compared entry with this formula, charge and spin**: 0.0 kJ/mol

XYZ file:
```
46
Properties=species:S:1:pos:R:3:forces:R:3
Al 0.373 -0.548 0.129 0.04 0.21 -0.31
F 3.366 -4.052 -2.059 0.03 -0.07 -0.03
C 3.279 -2.935 -1.390 -0.09 0.00 0.10
F 4.355 -2.706 -0.678 0.08 0.02 0.03
F 3.031 -1.915 -2.202 0.03 0.03 -0.04
S 1.847 -3.065 -0.207 -0.02 0.04 -0.12
O 1.755 -1.629 0.319 0.11 -0.14 0.01
O 2.094 -4.009 0.813 0.00 0.03 -0.03
N 0.680 -3.317 -1.216 0.02 -0.02 0.12
S -0.825 -2.950 -1.042 -0.10 0.04 0.06
O -0.927 -1.710 -0.150 -0.11 -0.13 -0.11
O -1.528 -2.857 -2.259 0.04 -0.04 0.11
C -1.590 -4.224 0.085 0.11 0.07 -0.10
F -1.399 -5.403 -0.446 -0.03 -0.05 -0.03
F -0.964 -4.128 1.252 -0.01 -0.03 0.04
F -2.861 -3.943 0.212 -0.08 0.00 0.04
Br -0.953 1.894 5.213 0.00 -0.04 0.04
C -0.542 0.080 4.959 -0.02 0.05 -0.03
C -0.615 -0.817 6.017 -0.01 -0.02 0.07
C -0.305 -2.154 5.819 -0.01 0.01 0.05
C 0.082 -2.620 4.571 0.00 -0.04 -0.01
C 0.160 -1.745 3.499 -0.04 0.08 0.12
C -0.157 -0.419 3.728 0.03 0.00 -0.25
I -0.052 0.992 2.129 0.00 -0.01 0.12
H -0.914 -0.455 6.991 0.01 -0.03 -0.01
H -0.365 -2.839 6.655 0.00 0.02 -0.02
H 0.329 -3.664 4.425 -0.01 0.02 0.01
H 0.473 -2.102 2.530 0.04 -0.05 -0.01
N 0.606 0.495 -1.360 -0.07 -0.12 0.52
C 0.717 1.163 -2.312 0.07 0.35 -0.60
N 0.842 1.880 -3.351 -0.05 -0.21 0.16
C 1.999 1.726 -4.288 0.07 0.12 0.02
C 2.813 3.025 -4.303 -0.06 0.02 0.04
C 1.948 4.233 -3.914 -0.05 -0.04 -0.03
C 0.519 4.076 -4.432 0.10 -0.03 0.05
C -0.186 2.905 -3.740 -0.02 0.03 -0.02
H 1.558 1.509 -5.260 -0.03 -0.02 0.00
H 2.584 0.863 -3.981 -0.02 -0.03 0.02
H 3.203 3.153 -5.313 0.02 0.00 0.00
H 3.670 2.945 -3.635 -0.01 -0.01 -0.01
H 2.391 5.144 -4.311 0.00 0.01 0.01
H 1.927 4.347 -2.827 0.01 0.01 0.01
H 0.525 3.925 -5.512 0.00 -0.02 -0.01
H -0.062 4.976 -4.241 -0.03 0.00 -0.04
H -0.906 2.413 -4.394 -0.02 -0.02 0.01
H -0.697 3.222 -2.833 0.05 -0.01 0.06
```
Positions in Å, forces in eV/Å.

---

2.
A molecular structure, C19H21NO2 in a non-equilibrium geometry, computed with ωB97M-V with the def2-TZVPD basis set.

Results
**LUMO level**: 0.293 eV
**Total energy**: -941.32596 a.u.
**Kohn-Sham gap**: 9.52 eV
**2S+1**: 1
**ΔE to the lowest compared entry with this formula, charge and spin**: 1466.5 kJ/mol

XYZ file:
```
43
Properties=species:S:1:pos:R:3:forces:R:3
O -0.964 -0.589 1.723 1.81 -2.14 -2.60
C -0.817 -1.567 0.902 -3.81 3.15 4.35
N 0.222 -1.718 0.050 -13.78 -13.67 0.49
H 0.052 -2.599 -0.610 -0.03 1.97 1.78
C 1.200 -1.080 -0.236 7.36 10.05 7.71
H 1.167 -0.649 -1.071 0.10 3.68 -7.12
H 0.891 -0.174 0.733 1.46 -0.90 -2.89
C 2.482 -1.547 0.181 0.96 3.37 5.38
C 3.580 -0.569 0.033 1.37 0.39 0.99
C 4.380 -0.583 -1.075 -0.08 4.62 2.32
C 5.299 0.584 -1.220 -2.86 -9.71 -8.08
C 5.574 1.361 -0.321 3.24 3.93 5.41
C 4.997 1.036 0.860 2.89 8.78 7.46
C 3.979 0.384 1.181 -3.19 -6.57 -7.34
H 3.400 0.246 1.946 -2.54 -0.04 4.87
H 5.150 1.871 1.898 0.55 -2.19 -3.08
H 6.509 1.821 -0.300 1.00 1.70 -0.18
H 5.866 0.363 -2.090 0.73 1.04 -1.03
H 4.201 -1.115 -1.928 -0.43 -1.77 -1.82
H 2.633 -2.399 -0.210 1.90 -6.33 -3.80
H 2.396 -1.898 1.253 0.02 0.78 -0.60
C -2.196 -2.509 1.042 5.00 -2.65 -5.03
H -1.891 -3.254 0.187 -1.18 0.54 1.20
C -3.496 -1.887 0.819 -1.16 -2.43 -4.28
C -3.615 -1.353 -1.062 -1.79 2.10 7.72
C -2.487 -0.491 -1.270 -1.23 0.53 -2.02
O -1.706 -1.005 -2.070 1.22 1.92 1.04
C -2.577 0.996 -0.683 -9.53 -11.32 -0.99
C -1.550 1.591 -0.651 12.50 6.79 -0.47
C -1.385 2.839 -0.112 -0.72 5.08 0.37
C -2.507 3.475 0.456 0.26 -0.82 0.45
C -3.698 2.571 0.478 -0.37 8.03 5.11
C -3.687 1.379 0.053 -3.49 -6.40 -2.78
H -4.651 0.637 0.091 2.57 2.21 0.15
H -4.560 2.913 1.137 0.99 -0.24 -1.17
H -2.440 4.544 1.003 -0.47 -2.75 -1.62
H -0.495 3.481 -0.437 -0.97 -1.24 1.15
H -0.625 1.252 -1.037 0.59 -1.00 -0.86
H -4.628 -1.060 -0.948 -0.75 1.16 -0.45
H -3.631 -2.274 -1.367 0.74 -4.88 -2.61
H -3.419 -1.140 1.456 -0.68 4.52 2.52
H -4.373 -2.558 1.150 1.34 0.93 -1.05
H -2.184 -3.122 1.900 0.46 -0.24 1.38
```
Positions in Å, forces in eV/Å.

---

3.
A molecular structure, C6H10N2 in a non-equilibrium geometry, computed with ωB97M-V with the def2-TZVPD basis set.

Results
**LUMO level**: 0.694 eV
**Total energy**: -343.89856 a.u.
**Kohn-Sham gap**: 9.56 eV
**2S+1**: 1
**ΔE to the lowest compared entry with this formula, charge and spin**: 625.3 kJ/mol

XYZ file:
```
18
Properties=species:S:1:pos:R:3:forces:R:3
C -0.214 2.179 0.329 -5.57 3.45 4.13
C 0.271 1.155 -0.428 -2.57 -7.82 -2.07
C -0.170 -1.115 -0.723 -2.09 3.02 3.37
C -1.015 -1.944 0.435 -0.14 -1.65 0.99
C 0.811 -0.244 0.080 3.62 0.97 1.07
C 2.363 -0.377 -0.128 6.01 -0.12 -0.32
H -0.968 2.947 -0.114 1.61 -1.36 -0.26
H -0.951 1.771 1.140 1.53 0.47 -0.90
H 0.519 2.761 0.801 1.13 0.80 0.79
H 1.005 1.307 -1.079 2.33 2.03 -3.49
H -1.985 0.230 -0.988 4.81 0.55 -0.17
H 0.323 -1.649 -1.520 -0.49 -0.60 -0.18
H -2.312 -2.165 0.431 4.12 1.08 -0.56
H -0.504 -3.052 0.249 -1.44 2.61 1.43
H -0.757 -1.376 1.690 -0.87 -2.19 -4.21
H 0.787 -0.247 1.161 -0.54 -0.65 0.31
N -0.798 0.223 -1.143 -3.21 -0.74 -0.27
N 3.596 -0.403 -0.193 -8.24 0.14 0.33
```
Positions in Å, forces in eV/Å.

---

4.
A molecular structure, C32H28FN4O11Ru, computed with ωB97M-V with the def2-TZVPD basis set.

Results
**LUMO level (alpha / beta)**: -5.405 / -5.402 eV
**Total energy**: -2477.21495 a.u.
**Kohn-Sham gap (alpha / beta)**: 6.00 / 5.99 eV
**Charge**: +2
**Expectation value of S²**: 0.754
**2S+1**: 2

XYZ file:
```
77
Properties=species:S:1:pos:R:3:forces:R:3
Ru 0.989 0.087 2.493 -0.36 0.40 -0.25
O 3.105 3.506 3.271 0.00 -0.10 0.02
C 2.628 2.328 2.951 0.07 0.12 0.13
O 1.445 2.127 2.703 0.27 0.14 -0.31
C 3.627 1.227 2.896 -0.02 0.15 0.03
C 4.958 1.390 3.234 0.05 -0.01 -0.01
C 5.787 0.283 3.143 -0.01 0.04 0.01
C 5.260 -0.913 2.685 0.03 0.00 -0.07
C 3.915 -0.986 2.346 0.03 -0.04 -0.02
N 3.108 0.067 2.485 0.02 -0.24 0.11
C 3.278 -2.194 1.687 -0.11 0.09 0.09
O 3.828 -3.387 1.904 0.07 -0.06 0.02
O 2.336 -2.054 0.965 0.09 0.05 -0.06
H 2.384 4.157 3.316 -0.02 0.01 -0.01
H 5.321 2.353 3.561 0.00 0.00 0.00
H 6.833 0.356 3.407 0.00 0.00 0.00
H 5.908 -1.771 2.561 -0.02 0.00 -0.02
H 4.501 -3.378 2.596 -0.04 0.01 0.02
F 1.730 -0.095 -4.303 0.00 0.00 0.02
C 0.679 0.395 -3.618 0.02 -0.01 -0.02
C 0.740 0.415 -2.256 0.03 -0.02 0.02
C -0.355 0.861 -1.512 -0.04 0.00 0.02
C -0.315 0.810 -0.055 -0.20 0.03 -0.04
O 0.761 0.448 0.490 0.09 -0.07 0.01
C -1.502 1.178 0.625 0.01 0.03 -0.10
C -2.567 1.629 -0.108 0.03 -0.01 -0.07
N -2.595 1.727 -1.446 0.01 0.00 0.02
C -3.806 2.172 -2.109 0.01 -0.01 0.01
C -3.797 3.492 -2.823 -0.01 0.00 -0.01
C -4.550 3.335 -1.537 -0.01 0.00 0.00
C -1.500 1.300 -2.187 -0.06 0.02 0.03
C -1.528 1.299 -3.586 -0.01 0.01 -0.01
C -0.454 0.836 -4.324 0.01 -0.01 -0.01
N -0.550 0.819 -5.737 -0.02 0.03 0.01
C -1.625 0.048 -6.348 0.01 -0.02 0.00
C -2.192 0.866 -7.514 -0.01 0.00 0.01
N -1.090 1.758 -8.031 0.00 0.01 0.01
C 0.225 1.037 -8.027 0.01 -0.01 0.00
C 0.650 0.805 -6.568 0.01 0.00 -0.01
C -1.744 1.104 2.117 -0.10 -0.03 -0.05
O -2.743 1.614 2.572 0.00 0.05 -0.05
O -0.905 0.411 2.824 -0.01 0.10 0.20
H 1.618 0.040 -1.746 -0.01 0.00 -0.01
H -3.461 1.926 0.425 0.00 0.01 -0.01
H -4.382 1.357 -2.531 0.00 0.01 0.00
H -4.356 3.571 -3.746 0.00 0.00 0.00
H -2.880 4.064 -2.786 0.00 0.00 0.00
H -5.629 3.289 -1.564 0.00 0.00 0.00
H -4.141 3.821 -0.663 0.00 0.00 0.00
H -2.401 1.671 -4.102 0.01 0.00 0.00
H -2.412 -0.149 -5.627 0.00 0.01 0.00
H -1.258 -0.923 -6.700 -0.01 0.00 0.00
H -3.006 1.519 -7.205 -0.01 -0.01 0.00
H -2.527 0.241 -8.340 0.01 0.00 0.00
H -1.016 2.564 -7.407 0.00 0.00 -0.01
H -1.317 2.105 -8.963 0.00 0.00 0.00
H 0.953 1.630 -8.575 0.00 0.01 0.01
H 0.061 0.105 -8.563 0.01 0.00 -0.01
H 1.318 1.598 -6.235 0.01 -0.01 0.00
H 1.200 -0.137 -6.529 -0.01 0.00 0.00
O 0.384 -1.787 2.992 0.06 -0.52 -0.34
C 0.564 -1.524 4.220 0.25 0.18 0.19
O 1.155 -0.392 4.415 -0.03 -0.05 0.40
C 0.163 -2.387 5.307 -0.07 -0.13 0.15
C 0.283 -1.935 6.619 0.04 -0.01 -0.20
C -0.118 -2.728 7.687 -0.02 -0.05 0.04
C -0.630 -3.965 7.374 0.09 0.16 -0.28
O -1.079 -4.902 8.221 -0.12 -0.28 0.16
C -1.518 -6.008 7.419 -0.03 -0.06 0.02
O -1.283 -5.663 6.052 -0.10 -0.24 0.08
C -0.751 -4.418 6.058 0.09 0.22 0.20
C -0.368 -3.656 4.998 0.03 0.12 -0.03
H 0.686 -0.950 6.803 0.00 0.03 -0.03
H -0.039 -2.393 8.711 -0.01 -0.01 0.02
H -2.584 -6.167 7.580 -0.01 0.01 0.00
H -0.938 -6.892 7.680 0.02 0.00 0.00
H -0.466 -3.990 3.975 0.00 -0.01 -0.01
```
Positions in Å, forces in eV/Å.